No. 1
98
Properties=species:S:1:pos:R:3:forces:R:3 method="wB97M-V/def2-TZVPD" total_charge=+1 relative_energy_kcal_mol=50.8 largest_force_ev_per_a=0.41 total_energy_ev=-123576.2534 spin_multiplicity=2 homo_energy_ev="-10.148 / -10.372" orbital_gap_ev="7.030 / 7.461"
W 1.105 0.638 -0.186 -0.314 0.264 0.059
S 1.431 0.736 2.686 0.076 -0.028 0.044
P 0.391 -0.913 2.278 -0.055 -0.251 -0.145
C -0.312 -0.504 0.733 -0.077 0.130 0.230
P -1.832 0.308 0.561 0.137 -0.103 -0.195
S -1.192 1.884 -0.520 0.020 -0.226 -0.041
C -3.069 -0.693 -0.290 0.040 0.014 0.098
C -3.889 -0.141 -1.265 0.004 0.029 -0.023
C -4.857 -0.926 -1.876 0.023 0.083 -0.012
C -5.006 -2.253 -1.510 -0.016 -0.075 0.014
C -4.185 -2.809 -0.536 -0.013 -0.018 -0.004
C -3.215 -2.031 0.073 -0.024 0.055 -0.031
C -2.624 0.890 2.070 0.019 0.000 0.002
C -3.727 0.232 2.608 0.003 0.070 0.068
C -4.313 0.708 3.772 -0.008 -0.056 -0.055
C -3.806 1.838 4.393 0.023 0.028 0.025
C -2.707 2.496 3.856 0.003 0.026 0.059
C -2.114 2.027 2.698 0.003 -0.020 -0.020
C -0.792 -1.406 3.552 0.075 0.175 0.048
C -0.978 -0.603 4.670 0.002 0.014 -0.026
C -1.883 -0.984 5.650 -0.013 0.011 0.023
C -2.607 -2.157 5.508 0.000 -0.001 0.003
C -2.419 -2.963 4.393 -0.009 -0.025 -0.002
C -1.505 -2.596 3.420 0.014 -0.010 0.016
C 1.450 -2.362 2.066 -0.040 0.047 -0.049
C 1.077 -3.365 1.174 -0.050 0.054 0.017
C 1.859 -4.501 1.043 0.015 -0.033 -0.006
C 3.017 -4.633 1.797 -0.003 -0.015 -0.013
C 3.395 -3.630 2.678 0.008 0.016 0.010
C 2.615 -2.493 2.814 -0.009 0.007 0.025
H -3.760 0.894 -1.555 -0.008 0.021 -0.005
H -5.490 -0.499 -2.643 -0.013 -0.002 -0.004
H -5.760 -2.863 -1.990 -0.017 -0.017 -0.009
H -4.298 -3.847 -0.256 -0.011 -0.024 0.000
H -2.568 -2.460 0.829 0.010 -0.013 -0.005
H -4.139 -0.639 2.122 -0.026 -0.067 -0.032
H -5.172 0.197 4.184 -0.017 -0.008 0.021
H -4.272 2.212 5.295 -0.007 0.016 0.015
H -2.315 3.383 4.335 -0.006 0.014 0.024
H -1.266 2.546 2.272 0.020 -0.017 -0.015
H -0.417 0.318 4.768 0.006 0.018 -0.004
H -2.023 -0.360 6.522 -0.006 0.010 0.017
H -3.314 -2.451 6.272 -0.012 -0.006 0.013
H -2.971 -3.888 4.292 -0.009 -0.016 -0.004
H -1.327 -3.252 2.577 0.006 -0.021 -0.026
H 0.190 -3.240 0.562 0.006 -0.019 -0.003
H 1.572 -5.276 0.345 -0.005 -0.015 -0.015
H 3.631 -5.517 1.692 0.007 -0.013 -0.003
H 4.303 -3.733 3.257 0.022 -0.001 0.015
H 2.912 -1.699 3.488 0.006 -0.003 0.003
O 1.811 2.575 0.166 -0.045 0.054 0.064
N 2.932 2.777 0.873 0.109 -0.053 0.059
C 3.078 3.982 1.463 -0.002 -0.037 -0.014
C 4.222 4.271 2.152 -0.009 0.007 -0.008
C 5.229 3.304 2.228 -0.045 -0.041 -0.045
C 5.051 2.084 1.621 -0.011 0.067 0.019
C 3.865 1.805 0.934 -0.081 -0.082 -0.069
S 3.511 0.313 0.147 0.088 0.074 -0.075
H 2.235 4.644 1.336 0.010 0.022 0.013
H 4.327 5.234 2.626 -0.014 0.011 -0.001
H 6.141 3.511 2.768 0.031 0.007 0.020
H 5.801 1.309 1.670 0.013 -0.018 0.000
C 0.131 4.366 -1.877 0.013 0.015 -0.019
C 1.212 3.544 -2.565 0.025 -0.006 0.057
P 1.122 1.711 -2.544 0.209 -0.020 -0.104
C -0.257 1.330 -3.686 -0.064 -0.112 0.119
C 0.030 1.509 -5.172 0.006 -0.031 0.010
C 2.727 1.310 -3.348 0.022 0.026 0.064
C 3.266 2.203 -4.465 -0.001 -0.020 -0.002
H 0.307 5.423 -2.078 -0.004 0.026 0.007
H 0.137 4.217 -0.799 0.002 0.016 -0.012
H -0.865 4.127 -2.250 -0.027 0.007 -0.009
H 2.195 3.794 -2.158 -0.046 0.002 -0.019
H 1.237 3.799 -3.628 0.035 -0.004 0.008
H -1.073 1.982 -3.364 0.018 -0.020 -0.027
H -0.586 0.308 -3.482 -0.002 0.065 0.010
H 0.391 2.508 -5.410 -0.007 0.037 -0.014
H -0.888 1.348 -5.736 -0.006 -0.017 -0.021
H 0.762 0.781 -5.521 0.020 0.006 -0.017
H 2.654 0.285 -3.701 -0.010 -0.068 -0.011
H 3.436 1.295 -2.514 -0.003 -0.029 -0.060
H 2.646 2.172 -5.357 -0.009 0.031 -0.008
H 4.259 1.849 -4.744 0.015 -0.012 -0.023
H 3.374 3.240 -4.156 -0.002 0.035 0.018
Cl -2.142 -3.080 -5.644 0.000 -0.010 -0.006
C -1.024 -2.567 -4.421 0.009 0.008 0.010
C -1.448 -2.443 -3.109 0.007 -0.006 -0.058
C -0.559 -1.992 -2.149 -0.068 0.043 0.067
C 0.753 -1.647 -2.459 0.024 -0.050 -0.033
C 1.709 -1.116 -1.431 0.004 0.017 0.075
C 1.165 -1.851 -3.778 0.077 0.003 0.052
C 0.293 -2.296 -4.758 -0.072 -0.012 -0.023
H -2.467 -2.684 -2.838 -0.038 -0.008 -0.014
H -0.901 -1.876 -1.133 0.033 -0.030 -0.033
H 2.677 -0.974 -1.912 -0.012 0.022 0.031
H 1.870 -1.873 -0.654 0.011 0.061 -0.041
H 2.202 -1.688 -4.048 0.015 0.027 -0.007
H 0.630 -2.440 -5.775 0.005 -0.005 -0.030

No. 2
97
Properties=species:S:1:pos:R:3:forces:R:3 method="wB97M-V/def2-TZVPD" total_charge=+1 largest_force_ev_per_a=2.37 total_energy_ev=-94012.9112 spin_multiplicity=1 homo_energy_ev=-9.286 orbital_gap_ev=7.537
Mg -1.084 -0.442 -0.684 0.177 -0.423 -0.052
C -1.697 3.346 -1.850 -0.871 0.086 0.610
Si -0.719 2.130 -0.751 -0.517 -0.585 -0.319
C 1.025 2.728 -1.083 0.385 0.211 0.276
C 1.133 4.133 -1.063 -0.795 -1.225 -0.122
C 2.256 4.760 -1.463 1.333 1.734 -0.151
C 3.416 4.063 -1.722 -0.209 -2.084 0.119
C 3.383 2.664 -1.605 0.463 -0.542 -0.720
C 2.168 1.966 -1.360 0.192 0.576 -0.164
P 2.051 0.108 -1.351 -0.085 0.602 0.260
C 2.082 -0.439 -3.104 0.642 -0.283 -1.063
C 2.877 0.124 -4.132 -0.170 -0.056 1.442
C 3.070 -0.553 -5.312 0.277 0.389 -0.282
C 2.437 -1.746 -5.571 -1.186 -0.651 0.077
C 1.594 -2.330 -4.617 1.324 0.891 -0.401
C 1.485 -1.674 -3.406 -0.181 -0.147 0.791
C 3.775 -0.225 -0.785 -0.167 -1.646 -1.692
C 4.544 -1.229 -1.446 -0.063 0.699 1.148
C 5.855 -1.465 -1.006 0.457 0.296 -0.421
C 6.383 -0.647 0.018 -1.422 -0.202 0.033
C 5.572 0.306 0.668 1.273 -0.906 -0.514
C 4.274 0.498 0.271 -0.090 -0.337 0.087
C -1.006 2.627 1.088 0.202 -0.844 0.302
C -1.179 3.951 1.422 -0.407 1.314 0.214
C -1.298 4.433 2.740 0.247 1.169 -0.948
C -1.151 3.563 3.788 -0.027 -1.491 0.461
C -1.016 2.170 3.500 -0.848 0.854 -0.355
C -0.964 1.697 2.170 0.186 1.167 0.621
P -0.715 -0.057 1.850 -0.220 -1.274 0.790
C 0.985 -0.472 2.452 0.899 0.918 1.082
C 1.659 -1.646 2.055 0.301 0.471 1.211
C 2.944 -1.967 2.522 -0.297 0.501 -0.787
C 3.604 -1.020 3.274 0.622 -0.055 0.739
C 3.019 0.169 3.682 -1.155 -0.298 -0.284
C 1.681 0.436 3.324 0.673 -0.309 -0.724
C -1.889 -0.912 3.050 -0.375 1.072 0.512
C -3.138 -0.326 3.409 1.138 -0.963 -1.012
C -4.072 -1.018 4.171 0.427 0.928 -0.457
C -3.735 -2.264 4.636 0.429 -0.633 0.185
C -2.488 -2.824 4.380 -0.729 0.932 0.044
C -1.571 -2.131 3.631 0.593 -0.139 -0.667
H -2.731 3.069 -2.128 0.478 -0.142 0.095
H -1.800 4.311 -1.338 0.120 0.034 -0.280
H -1.127 3.487 -2.760 0.072 0.104 -0.257
H 0.270 4.710 -0.802 -0.233 0.305 0.002
H 2.302 5.844 -1.553 -0.205 -0.122 0.119
H 4.320 4.544 -2.025 0.408 0.301 -0.049
H 4.309 2.057 -1.786 -0.919 0.827 0.173
H 3.436 1.035 -3.939 -0.169 0.011 -0.047
H 3.769 -0.146 -6.024 -0.042 0.084 -0.261
H 2.501 -2.209 -6.534 0.410 -0.225 -0.369
H 1.188 -3.318 -4.771 -0.275 0.024 -0.058
H 0.979 -2.223 -2.633 -0.269 0.226 0.383
H 4.075 -1.819 -2.235 0.348 0.194 0.110
H 6.496 -2.209 -1.546 -0.686 0.701 0.775
H 7.353 -0.796 0.444 0.578 -0.161 -0.261
H 6.049 0.857 1.460 -0.250 0.251 0.275
H 3.597 1.156 0.768 -0.071 0.625 0.412
H -1.228 4.696 0.619 -0.091 -0.255 0.363
H -1.464 5.536 2.885 0.248 -1.313 -0.001
H -1.164 3.916 4.828 -0.115 -0.266 -0.502
H -1.135 1.453 4.310 0.469 0.128 -0.038
H 1.168 -2.398 1.508 -0.764 -0.577 -0.996
H 3.481 -2.870 2.188 -0.569 0.439 0.279
H 4.603 -1.226 3.634 0.173 -0.056 -0.158
H 3.600 0.843 4.305 -0.282 0.049 -0.110
H 1.271 1.398 3.658 -0.089 -0.661 -0.298
H -3.357 0.629 2.987 -0.304 0.613 -0.064
H -5.015 -0.516 4.372 0.034 -0.349 0.164
H -4.395 -2.836 5.239 -0.735 -0.289 0.423
H -2.233 -3.769 4.787 0.156 -0.726 0.334
H -0.601 -2.584 3.483 0.174 0.058 -0.163
C -7.038 0.693 -0.261 -0.034 -0.041 -1.504
N -5.912 -0.233 -0.509 -1.354 -0.013 0.238
C -4.628 0.051 -0.515 1.497 1.114 0.709
S -3.514 -1.227 -0.665 0.145 -0.605 -0.518
N -4.122 1.292 -0.293 0.297 -0.368 -0.832
C -4.655 2.441 0.436 0.054 0.007 -1.081
H -7.907 0.054 -0.285 -0.375 0.013 0.121
H -7.197 1.467 -1.074 0.542 -0.912 0.886
H -6.974 1.160 0.702 0.030 0.236 0.379
H -6.149 -1.231 -0.576 0.366 0.902 0.031
H -3.146 1.390 -0.592 -0.495 -0.286 0.305
H -5.477 2.892 -0.114 -0.080 0.182 0.079
H -3.843 3.198 0.501 -0.576 -0.705 0.373
H -5.021 2.054 1.368 0.046 0.462 0.814
C -1.997 -5.267 -2.906 1.398 -0.373 0.604
N -0.823 -4.802 -2.120 -0.758 0.145 -0.538
C 0.423 -5.535 -2.069 1.181 0.041 -0.364
C -0.849 -3.635 -1.550 0.088 0.120 0.000
N -0.772 -2.594 -1.053 -0.264 0.635 0.200
H -2.499 -6.040 -2.372 -0.835 -0.179 0.643
H -1.700 -5.744 -3.814 0.781 -0.132 -0.712
H -2.574 -4.430 -3.189 -0.947 0.798 0.092
H 0.462 -6.240 -1.225 -0.074 0.002 -0.482
H 1.269 -4.822 -1.965 -0.547 -0.366 0.104
H 0.577 -6.001 -3.056 -0.109 -0.224 0.585